210
Properties=species:S:1:pos:R:3:forces:R:3:mulliken_charge:R:1 method="wB97M-V/def2-TZVPD" e_tot_ha=-11486.4039 e_homo_ev=-8.286 relative_energy_ev=6.597 charge=-1 orbital_gap_ev=9.6
C 0.098 -1.898 -1.677 1.3 1.8 2.7 -0.433
F -0.127 -0.912 -2.552 0.9 -0.9 -0.4 0.079
F -1.018 -2.562 -1.551 -0.5 -1.4 -0.5 -0.198
F 1.189 -2.722 -1.963 -2.4 1.6 0.0 0.230
S 0.467 -1.060 0.103 1.4 -2.9 -2.0 -0.738
O 0.457 -2.263 0.959 -0.6 2.0 -0.7 0.127
O 1.804 -0.516 -0.192 -2.2 0.2 0.9 0.303
N -0.894 -0.025 0.321 1.1 -5.0 -4.3 0.506
S -0.454 0.923 1.361 4.0 6.5 3.8 -0.069
O -0.016 0.263 2.596 -0.9 0.7 -0.6 -0.507
O 0.531 1.979 0.891 -3.0 -2.2 1.2 0.159
C -2.145 1.807 1.666 2.1 0.7 -0.9 0.153
F -1.968 2.618 2.712 -0.5 -0.4 -0.2 -0.102
F -2.427 2.596 0.575 -0.2 -1.3 1.2 -0.166
F -3.093 0.916 1.906 -0.3 0.5 -0.2 0.026
O -4.573 -2.764 -1.893 -0.3 1.3 -0.5 -0.498
S -4.736 -1.493 -2.562 -1.1 1.7 -1.3 1.017
O -4.823 -1.393 -4.031 0.5 -0.6 2.2 -0.561
O -6.136 -0.766 -1.979 1.8 -1.5 -0.4 -0.222
C -6.647 0.331 -2.751 -2.0 0.8 0.7 -0.036
C -8.093 0.552 -2.218 -0.4 -1.2 -0.4 -1.298
C -3.530 -0.255 -1.953 -1.1 -0.7 -1.1 0.371
H -6.672 0.079 -3.811 0.3 0.2 0.1 0.333
H -6.125 1.258 -2.512 0.6 -0.2 -0.3 0.248
H -8.164 0.529 -1.130 0.3 0.5 -0.1 0.176
H -8.728 -0.279 -2.526 0.2 -0.4 -0.1 0.369
H -8.661 1.387 -2.629 0.7 0.5 0.1 0.392
H -3.902 -0.032 -0.953 0.9 -0.1 0.1 -0.804
H -3.646 0.616 -2.597 -0.2 0.0 0.0 0.572
H -2.536 -0.655 -2.151 -0.1 0.0 0.8 -0.266
O -4.640 2.346 -7.411 2.2 -1.5 0.4 -0.613
S -3.529 1.387 -7.453 -1.2 0.7 1.2 1.081
O -2.568 1.486 -8.514 -0.1 -0.2 0.5 -0.625
O -2.732 1.407 -5.971 -1.7 -0.1 -2.6 -0.148
C -1.679 0.444 -5.821 1.2 0.8 0.6 -0.456
C -0.740 1.105 -4.840 0.3 -0.7 0.9 -0.144
C -4.308 -0.230 -7.395 1.3 -0.4 0.3 -0.681
H -1.042 0.259 -6.686 -0.9 0.1 -0.7 0.461
H -2.041 -0.489 -5.389 -0.3 -0.1 -0.3 0.254
H -0.620 2.182 -4.965 -0.1 -0.2 -0.2 0.330
H 0.237 0.630 -4.934 0.2 0.1 0.1 0.000
H -1.090 0.872 -3.835 0.1 0.5 0.2 -0.230
H -4.961 -0.282 -8.266 -0.4 0.0 0.6 0.396
H -4.633 -0.407 -6.370 -1.2 0.6 -0.2 0.068
H -3.606 -1.064 -7.424 0.6 0.3 -0.7 0.340
O 6.320 -0.507 5.676 -2.5 -0.8 -2.4 -0.688
S 5.248 -0.475 4.651 -0.8 1.6 2.1 1.009
O 5.538 -0.509 3.242 0.1 -0.3 0.6 -0.496
O 4.072 -1.592 4.986 1.6 0.7 0.4 -0.495
C 2.901 -1.813 4.139 0.0 -0.7 -0.3 0.418
C 1.642 -1.887 5.044 1.2 1.2 -0.7 -0.911
C 4.234 1.027 5.011 0.5 -0.2 -0.1 -0.794
H 3.105 -2.760 3.639 -0.1 -0.2 0.1 0.256
H 2.872 -1.100 3.315 -0.3 0.4 0.3 0.011
H 1.744 -2.704 5.758 -0.2 0.2 0.0 0.359
H 0.708 -1.890 4.482 0.2 -0.5 -0.3 -0.039
H 1.612 -0.909 5.526 0.0 -0.1 0.6 0.342
H 3.985 1.111 6.069 0.0 -0.7 0.0 0.504
H 3.346 0.974 4.381 0.1 0.0 0.1 -0.039
H 4.757 1.960 4.806 0.3 -0.4 -0.5 0.536
O 3.889 -5.164 -1.960 0.3 -0.8 1.0 -0.430
S 4.303 -5.933 -0.805 0.1 -0.9 1.5 1.059
O 5.701 -6.039 -0.401 -2.0 0.6 -0.6 -0.625
O 3.457 -5.441 0.540 1.4 -0.7 -1.3 -0.534
C 2.075 -5.103 0.375 -0.9 1.2 0.0 1.759
C 1.324 -5.226 1.692 -0.1 -0.8 -0.3 -0.909
C 3.670 -7.670 -0.837 0.8 1.2 -0.7 -0.828
H 1.572 -5.766 -0.329 0.2 -0.1 -0.2 -0.191
H 2.003 -4.084 -0.007 0.1 -0.1 -0.1 -0.508
H 1.377 -6.295 1.900 0.0 0.0 0.8 0.449
H 0.263 -5.020 1.548 0.1 0.0 -0.4 -0.181
H 1.617 -4.604 2.537 0.6 -0.1 -0.3 -0.040
H 2.610 -7.611 -1.083 0.0 -0.3 0.5 -0.011
H 3.998 -8.086 0.116 -0.6 0.1 0.0 0.352
H 4.188 -8.227 -1.618 0.0 0.3 -0.2 0.443
O 2.720 1.236 -4.890 1.7 0.1 0.7 -0.555
S 3.987 0.730 -4.377 0.0 -1.3 0.0 1.114
O 4.744 1.345 -3.283 -1.6 -1.0 -1.7 -0.581
O 3.671 -0.816 -3.942 0.8 1.2 0.3 0.037
C 2.953 -1.596 -4.891 -2.2 0.1 -0.5 0.255
C 3.005 -3.033 -4.500 0.8 -0.9 0.2 -1.115
C 5.159 0.388 -5.741 0.0 1.6 0.5 -1.187
H 3.194 -1.379 -5.931 0.7 -0.1 0.0 0.586
H 1.890 -1.359 -4.865 -0.1 0.7 0.3 -0.393
H 3.879 -3.506 -4.950 0.2 -0.2 0.6 0.395
H 2.151 -3.645 -4.788 -0.2 0.4 -0.5 0.502
H 2.973 -3.091 -3.412 0.6 -0.1 -0.1 -0.255
H 5.755 -0.503 -5.543 -0.4 -0.1 0.0 0.326
H 5.825 1.248 -5.661 0.2 0.0 0.1 0.438
H 4.707 0.517 -6.724 -0.3 -0.6 0.2 0.415
O -0.296 7.015 2.177 0.1 -0.7 0.5 -0.611
S 0.805 6.273 2.722 0.8 -1.8 0.2 1.243
O 1.727 6.917 3.638 -0.9 -0.6 -0.8 -0.677
O 0.227 4.856 3.442 0.9 1.3 -0.2 -0.338
C 1.290 3.987 3.946 0.3 -1.2 0.9 0.051
C 0.922 3.198 5.233 -0.8 1.3 -0.1 -1.285
C 1.742 5.504 1.352 -0.3 0.3 0.6 -0.621
H 2.243 4.497 4.087 -0.3 0.6 0.1 0.609
H 1.541 3.161 3.280 -0.4 0.4 -0.9 -0.053
H 0.454 3.789 6.020 0.1 0.5 -0.1 0.420
H 1.839 2.832 5.693 -0.1 -0.5 -0.3 0.306
H 0.162 2.447 5.015 0.4 -0.4 -0.1 0.164
H 2.730 5.277 1.752 0.2 0.5 -0.3 0.567
H 1.656 6.239 0.551 0.6 0.0 0.0 0.517
H 1.363 4.552 0.981 -0.7 0.1 0.4 -0.387
O -4.275 -4.457 1.740 -0.2 1.4 1.0 -0.656
S -4.070 -3.184 2.426 0.2 1.3 -1.4 1.148
O -5.218 -2.354 2.881 2.7 -2.2 -0.6 -0.634
O -3.066 -3.406 3.653 -2.7 0.1 1.0 -0.513
C -1.752 -3.861 3.442 1.3 0.3 -1.6 1.090
C -1.094 -4.601 4.567 -0.3 -0.3 0.3 -1.345
C -2.933 -2.107 1.333 -1.7 -0.9 1.1 0.458
H -1.220 -2.936 3.222 0.6 -0.1 0.0 -0.188
H -1.708 -4.481 2.546 -0.1 -0.1 -0.1 0.009
H -1.350 -4.159 5.530 0.3 0.0 0.0 0.368
H -0.021 -4.572 4.376 0.0 0.3 0.2 0.244
H -1.329 -5.666 4.579 -0.4 0.1 0.0 0.336
H -2.296 -2.736 0.711 0.0 0.0 0.3 0.058
H -2.397 -1.473 2.039 0.0 -0.1 -0.3 -0.114
H -3.628 -1.534 0.718 0.1 0.0 0.1 -0.250
O -5.564 6.424 3.531 1.6 -1.0 0.1 -0.651
S -4.153 6.053 3.546 1.1 1.0 0.0 1.064
O -3.186 7.044 4.079 -1.8 -2.3 -0.8 -0.609
O -3.987 4.607 4.350 -1.8 1.8 -1.7 -0.180
C -2.949 4.426 5.283 0.8 1.1 0.1 0.412
C -3.204 3.097 5.904 0.0 -0.5 0.1 -1.174
C -3.594 5.501 1.834 -0.9 0.9 2.0 -0.351
H -2.928 5.280 5.960 -0.2 -0.2 0.4 0.519
H -2.000 4.520 4.755 0.2 -0.5 0.0 -0.308
H -4.120 3.046 6.494 0.1 0.4 0.3 0.373
H -2.336 2.844 6.512 -0.1 -0.4 0.0 0.369
H -3.394 2.368 5.117 0.5 -0.2 -0.1 0.074
H -4.417 4.921 1.418 0.3 -0.1 0.1 0.230
H -2.672 4.961 2.048 -0.1 0.1 -0.4 -0.290
H -3.469 6.453 1.317 0.3 -0.2 -0.1 0.576
O -2.602 -8.247 -0.825 1.2 3.3 -0.3 -0.708
S -2.091 -6.861 -0.613 -0.8 -2.0 2.0 1.212
O -1.713 -6.533 0.767 0.1 -0.3 -2.5 -0.518
O -0.792 -6.566 -1.568 -1.2 0.1 1.8 -0.160
C -0.889 -6.756 -2.958 0.9 -1.3 -1.3 -0.282
C 0.551 -6.962 -3.406 0.8 1.0 -0.2 -1.085
C -3.242 -5.594 -1.145 0.3 -0.5 0.1 -0.474
H -1.304 -5.916 -3.516 -0.1 0.4 0.4 0.280
H -1.491 -7.623 -3.229 -0.1 -0.2 0.4 0.439
H 0.660 -7.189 -4.466 -0.2 -0.1 0.0 0.428
H 1.191 -7.627 -2.825 -0.7 -0.6 0.1 0.285
H 1.082 -6.023 -3.249 0.0 0.4 -0.2 0.063
H -3.898 -5.381 -0.301 0.0 -0.2 0.0 0.370
H -3.789 -5.962 -2.012 0.1 0.3 0.0 0.482
H -2.645 -4.700 -1.324 -0.1 -0.1 -0.2 -0.165
O -8.028 2.325 0.936 1.0 0.0 0.3 -0.717
S -6.777 2.086 1.630 -0.2 -1.6 -0.1 1.199
O -5.673 3.016 1.405 -1.2 -1.1 0.8 -0.583
O -7.174 1.865 3.220 1.0 0.0 -1.6 -0.296
C -7.339 3.073 3.980 -0.4 -0.1 1.7 0.442
C -7.788 2.678 5.452 0.9 -0.2 -1.2 -1.436
C -6.225 0.285 1.256 -0.5 2.2 0.0 -0.329
H -8.114 3.671 3.501 0.0 0.1 0.1 0.356
H -6.395 3.616 4.003 -0.1 0.0 0.0 -0.233
H -7.159 1.912 5.905 0.4 -0.2 -0.5 0.352
H -8.787 2.243 5.466 -0.1 0.5 0.0 0.369
H -7.617 3.513 6.132 -0.6 0.3 -0.2 0.398
H -5.555 0.418 0.406 0.1 0.0 0.2 -0.427
H -7.112 -0.229 0.883 0.1 0.0 0.5 0.433
H -5.736 -0.147 2.129 -0.2 0.0 -0.2 0.416
O 7.080 -1.636 -3.586 -0.3 0.2 0.7 -0.586
S 7.342 -1.629 -2.170 0.9 -0.4 2.2 1.104
O 7.344 -0.379 -1.391 -0.3 -2.0 -1.6 -0.494
O 6.394 -2.764 -1.378 2.4 1.8 -1.5 -0.254
C 5.128 -2.231 -1.091 -3.3 -0.8 0.2 1.371
C 4.722 -2.566 0.323 1.9 1.2 1.8 -0.821
C 8.955 -2.435 -1.900 -0.5 0.4 0.7 -1.109
H 4.368 -2.816 -1.610 0.4 0.1 -1.1 -0.753
H 4.996 -1.198 -1.413 0.2 0.1 0.3 -0.018
H 5.199 -1.882 1.025 0.2 0.4 0.1 0.248
H 5.234 -3.480 0.628 -0.6 -0.5 -0.3 0.454
H 3.678 -2.493 0.628 -0.1 -0.4 -0.8 -0.251
H 9.207 -2.412 -0.840 -0.5 0.1 0.1 0.351
H 9.694 -1.787 -2.373 -0.2 -0.3 -0.5 0.386
H 8.950 -3.486 -2.188 -0.1 0.3 -0.5 0.341
O 0.467 4.152 -3.904 -0.4 0.5 -0.6 -0.602
S 0.950 4.537 -2.623 1.9 -1.6 1.6 1.144
O 1.657 5.785 -2.407 -1.0 -0.5 -0.3 -0.678
O -0.269 4.369 -1.534 1.5 -1.0 -1.2 0.037
C -1.008 5.528 -1.285 -1.2 1.6 0.4 -0.103
C -2.539 5.379 -1.492 1.3 -0.7 -0.6 -1.015
C 2.057 3.184 -2.022 -1.3 0.9 0.0 0.440
H -0.633 6.341 -1.906 -0.1 0.1 -0.1 0.674
H -0.785 5.825 -0.260 -0.2 0.0 0.2 -0.221
H -2.951 4.655 -0.789 -0.2 0.5 0.3 -0.062
H -2.744 4.933 -2.465 0.2 0.1 -0.2 0.363
H -2.968 6.381 -1.514 -0.3 -0.2 0.5 0.382
H 2.247 3.437 -0.979 0.0 -0.4 0.0 -0.451
H 2.987 3.134 -2.587 -0.3 0.4 -0.2 0.265
H 1.489 2.264 -2.158 0.1 0.0 0.3 -0.163
O 6.565 2.840 2.031 -2.1 -0.2 -0.9 -0.733
S 5.194 2.640 1.553 -1.2 0.0 -0.3 0.948
O 4.052 2.700 2.457 1.5 0.3 -0.7 -0.461
O 4.823 3.780 0.377 0.0 -1.1 1.6 -0.178
C 5.915 4.492 -0.156 1.6 0.0 -1.8 -0.451
C 5.595 4.926 -1.621 -0.3 0.2 1.1 -0.893
C 5.013 1.085 0.576 1.5 1.3 0.3 -0.645
H 6.802 3.859 -0.189 0.0 -0.3 0.0 0.424
H 6.237 5.303 0.497 -0.5 0.3 -0.1 0.356
H 5.251 4.098 -2.242 -0.1 -0.2 0.3 0.038
H 6.456 5.331 -2.153 0.2 0.1 0.4 0.409
H 4.822 5.693 -1.570 -0.1 0.0 -0.3 0.290
H 4.043 0.601 0.690 0.1 0.3 0.2 0.177
H 5.884 0.544 0.945 -0.4 -0.6 0.0 0.452
H 5.255 1.357 -0.452 -0.3 0.0 -0.1 0.253